Computed, not measured: a structure of composition C60H52N9O5PReS, with ωB97M-V/def2-TZVPD.

XYZ file:
```
129
Properties=species:S:1:pos:R:3:lowdin_spin:R:1
Re 0.0518 -0.5773 -0.3766 2.437
C -1.7218 0.8737 4.7535 0.001
N -0.9571 0.1719 3.7314 0.013
C -0.8290 0.4830 2.4298 0.018
N -0.0875 -0.4450 1.8003 0.019
C 0.2757 -1.3749 2.7621 0.012
C -0.2728 -0.9921 3.9599 -0.001
C -0.1764 -1.6143 5.2919 0.000
C 0.9917 -1.4719 6.0347 0.000
C 1.0923 -2.0592 7.2858 0.000
C 0.0288 -2.7891 7.7964 0.000
C -1.1347 -2.9378 7.0557 0.000
C -1.2382 -2.3536 5.8035 0.000
C 1.1237 -2.5723 2.6286 0.001
C 0.5544 -3.8340 2.7648 0.001
C 1.3664 -4.9519 2.8358 0.000
C 2.7443 -4.8153 2.7688 0.001
C 3.3147 -3.5597 2.6242 0.000
C 2.5054 -2.4379 2.5595 0.000
P -1.3970 2.0784 1.7738 0.005
C -2.1246 1.4852 0.2214 0.023
N -1.9519 0.2409 -0.2654 0.016
C -3.0660 -0.0755 -1.0067 0.009
C -3.8907 1.0328 -1.0192 -0.001
N -3.2882 1.9898 -0.2425 0.014
C -3.7807 3.3411 -0.0177 0.001
C -5.1473 1.2345 -1.7571 0.000
C -5.1208 1.1725 -3.1475 0.000
C -6.2936 1.3304 -3.8674 0.000
C -7.4935 1.5464 -3.2057 0.000
C -7.5251 1.5995 -1.8196 0.000
C -6.3549 1.4408 -1.0949 0.000
C -3.4610 -1.4379 -1.4244 0.001
C -2.7097 -2.2613 -2.2529 0.001
C -3.1469 -3.5480 -2.5300 0.000
C -4.3417 -4.0129 -2.0071 0.000
C -5.1110 -3.1860 -1.1996 0.000
C -4.6723 -1.9080 -0.9074 0.000
C 0.3320 2.6294 1.4762 0.001
N 1.1574 2.2207 0.5186 0.001
C 2.4627 2.4362 0.8898 0.001
C 2.4215 3.0225 2.1296 0.001
N 1.0863 3.1420 2.4701 0.001
C 0.5664 3.8302 3.6483 0.000
C 3.5326 3.4542 2.9839 0.000
C 3.5909 3.0681 4.3224 0.000
C 4.6666 3.4466 5.1078 0.000
C 5.6918 4.2055 4.5608 0.000
C 5.6430 4.5836 3.2268 0.000
C 4.5679 4.2098 2.4373 0.000
C 3.6021 2.0055 0.0635 0.000
C 3.9209 2.6637 -1.1208 0.000
C 4.9934 2.2299 -1.8831 0.000
C 5.7427 1.1371 -1.4693 0.000
C 5.4220 0.4758 -0.2924 0.000
C 4.3552 0.9110 0.4760 0.000
H -2.0015 1.8595 4.3901 0.000
H -1.1136 0.9627 5.6514 0.000
H -2.6199 0.3075 4.9927 0.000
H 1.8266 -0.9196 5.6215 0.000
H 2.0027 -1.9551 7.8588 0.000
H 0.1103 -3.2509 8.7701 0.000
H -1.9575 -3.5174 7.4491 0.000
H -2.1375 -2.4854 5.2148 0.000
H -0.5217 -3.9349 2.8193 0.000
H 0.9235 -5.9324 2.9379 0.000
H 3.3753 -5.6912 2.8230 0.000
H 4.3896 -3.4547 2.5710 0.000
H 2.9456 -1.4511 2.4760 0.000
H -4.8427 3.3665 -0.2384 0.000
H -3.2608 4.0385 -0.6731 0.000
H -3.6187 3.6194 1.0228 0.000
H -4.1828 0.9875 -3.6564 0.000
H -6.2733 1.2821 -4.9470 0.000
H -8.4076 1.6661 -3.7700 0.000
H -8.4619 1.7541 -1.3033 0.000
H -6.3840 1.4583 -0.0122 0.000
H -1.7868 -1.9087 -2.6777 0.000
H -2.5406 -4.1912 -3.1527 0.000
H -4.6757 -5.0176 -2.2256 0.000
H -6.0472 -3.5402 -0.7912 0.000
H -5.2663 -1.2688 -0.2672 0.000
H 1.2797 4.5951 3.9427 0.000
H 0.4297 3.1338 4.4740 0.000
H -0.3825 4.2957 3.3943 0.000
H 2.8110 2.4484 4.7467 0.000
H 4.7096 3.1426 6.1440 0.000
H 6.5317 4.4991 5.1746 0.000
H 6.4424 5.1742 2.8011 0.000
H 4.5266 4.5089 1.3984 0.000
H 3.3449 3.5238 -1.4381 0.000
H 5.2515 2.7540 -2.7931 0.000
H 6.5848 0.8047 -2.0605 0.000
H 6.0023 -0.3783 0.0270 0.000
H 4.1003 0.4020 1.3954 0.000
O 1.7704 -3.9938 -0.1636 0.008
S 1.1008 -2.9881 -0.9026 0.018
O 0.9946 -3.1487 -2.3231 0.010
O 1.7506 -1.5551 -0.5976 0.123
O -0.2870 -2.6076 -0.3106 0.082
N 0.6178 2.1074 -1.7489 0.061
C 0.6762 1.4727 -0.6618 0.003
H 0.9382 3.0750 -1.6696 0.001
C 1.5157 -0.2277 -6.7832 0.001
N 1.5849 -0.2642 -5.3373 0.011
N 0.4620 -0.4316 -4.5658 0.009
C 0.8218 -0.3422 -3.2658 0.006
O -0.0999 -0.5129 -2.3705 0.079
C 2.1894 -0.0455 -3.2163 0.009
C 2.6219 0.0015 -4.5257 0.000
C 3.9834 0.2801 -5.0548 0.000
C -0.7431 -0.9782 -5.1139 0.001
C -0.8816 -2.3552 -5.1890 0.000
C -2.0255 -2.8766 -5.7740 0.000
C -3.0091 -2.0283 -6.2633 0.000
C -2.8591 -0.6510 -6.1721 0.000
C -1.7171 -0.1165 -5.5946 0.000
H 0.8768 -1.0311 -7.1410 0.000
H 2.5194 -0.3834 -7.1667 0.000
H 1.1323 0.7307 -7.1350 0.001
H 2.7889 0.0885 -2.3373 0.000
H 4.6494 0.5075 -4.2271 0.000
H 3.9807 1.1253 -5.7432 0.000
H 4.3796 -0.5885 -5.5809 0.000
H -0.1043 -2.9947 -4.7883 0.000
H -2.1484 -3.9474 -5.8507 0.000
H -3.8961 -2.4433 -6.7213 0.000
H -3.6236 0.0062 -6.5623 0.000
H -1.5755 0.9531 -5.5177 0.000
```

## Properties
<S²> = 3.77
HOMO-LUMO gap (spin up / spin down) = 7.856 / 7.066 eV
2S+1 = 4
E_LUMO (spin up / spin down) = -0.1793 / -0.2085 Ha
net charge = +2
energy above the lowest of the compared OMol25 structures with the same formula, charge and spin = 0.00 kcal per mole
F_max = 0.757 eV/Å
E_HOMO (spin up / spin down) = -0.468 / -0.468 Eh

Computed, not measured: a structure of composition C60H54FGeP3ReS3 at a distorted geometry, with ωB97M-V/def2-TZVPD.

XYZ file:
```
123
Properties=species:S:1:pos:R:3:lowdin_spin:R:1
Re 0.0380 -0.1694 -0.1206 2.528
F 3.5824 3.4085 2.0113 0.004
Ge 2.3496 2.3071 1.3963 0.022
C 0.8457 3.6032 1.4021 0.004
C 0.9945 4.7127 2.2244 0.000
C 0.0392 5.7229 2.2045 0.000
C -1.0497 5.6363 1.3488 0.003
C -1.2189 4.5290 0.5370 0.002
C -0.2697 3.4986 0.5705 0.020
P -0.5055 2.1402 -0.6035 0.035
C 0.1482 2.6722 -2.1942 0.007
C 0.8674 3.8588 -2.3317 -0.001
C 1.2046 4.3037 -3.5989 0.001
C 0.8208 3.5819 -4.7242 -0.003
C 0.1133 2.3933 -4.5889 0.000
C -0.2114 1.9299 -3.3259 0.000
C -2.3045 2.0408 -0.8174 0.010
C -2.9525 2.3460 -2.0193 0.001
C -4.3357 2.4143 -2.0442 0.001
C -5.0769 2.1682 -0.8933 0.000
C -4.4350 1.8644 0.3019 0.001
C -3.0550 1.8020 0.3442 0.003
C 3.1646 2.1686 -0.4430 0.017
C 3.9468 3.2806 -0.7332 0.002
C 4.7549 3.3035 -1.8625 0.002
C 4.8135 2.1976 -2.6969 0.002
C 4.0288 1.0894 -2.4307 0.002
C 3.1693 1.0845 -1.3278 0.019
P 2.2544 -0.4516 -1.0237 0.028
C 1.8089 -1.2781 -2.5703 0.012
C 1.7649 -0.5984 -3.7903 -0.001
C 1.4735 -1.2939 -4.9528 0.001
C 1.2126 -2.6579 -4.9076 -0.002
C 1.2332 -3.3352 -3.6905 0.000
C 1.5148 -2.6497 -2.5240 0.003
C 3.5130 -1.5014 -0.2350 0.003
C 3.8695 -1.2275 1.0876 0.000
C 4.9452 -1.8741 1.6663 0.000
C 5.6774 -2.7943 0.9249 -0.002
C 5.3259 -3.0657 -0.3899 0.001
C 4.2484 -2.4225 -0.9815 -0.002
C 2.3267 1.1588 3.0310 0.006
C 3.3228 1.4478 3.9570 0.001
C 3.3149 0.8512 5.2112 0.000
C 2.2977 -0.0244 5.5625 0.001
C 1.3173 -0.3430 4.6406 0.000
C 1.3301 0.2377 3.3674 0.010
P 0.0264 -0.3754 2.2715 0.033
C -1.5516 0.1957 2.9241 0.015
C -2.7235 -0.4489 2.4993 0.002
C -3.9403 -0.0939 3.0491 0.001
C -3.9904 0.9085 4.0148 0.002
C -2.8348 1.5734 4.4087 0.002
C -1.6100 1.2327 3.8571 0.001
C 0.0535 -2.1815 2.4655 0.011
C 1.0874 -2.8879 1.8362 0.008
C 1.2434 -4.2449 2.0627 0.001
C 0.3632 -4.9077 2.9092 0.002
C -0.6759 -4.2140 3.5216 0.002
C -0.8392 -2.8548 3.3044 0.000
H 1.8604 4.8042 2.8664 0.000
H 0.1581 6.5797 2.8547 0.000
H -1.7719 6.4409 1.3049 0.000
H -2.0676 4.4789 -0.1319 0.000
H 1.1379 4.4412 -1.4603 0.000
H 1.7536 5.2292 -3.7122 0.000
H 1.0628 3.9531 -5.7115 0.000
H -0.1901 1.8395 -5.4683 0.000
H -0.7756 1.0072 -3.2113 0.001
H -2.3903 2.5723 -2.9139 0.000
H -4.8372 2.6819 -2.9651 0.000
H -6.1563 2.2378 -0.9238 0.000
H -5.0084 1.7024 1.2044 0.000
H -2.5424 1.6286 1.2801 0.000
H 3.9648 4.1236 -0.0559 0.000
H 5.3639 4.1752 -2.0624 0.000
H 5.4760 2.1920 -3.5524 0.000
H 4.1058 0.2158 -3.0651 0.000
H 1.9955 0.4543 -3.8313 0.000
H 1.4710 -0.7733 -5.9018 0.000
H 1.0049 -3.1949 -5.8241 0.000
H 1.0545 -4.4022 -3.6610 0.000
H 1.5485 -3.1798 -1.5776 0.000
H 3.2986 -0.5072 1.6539 0.000
H 5.2170 -1.6554 2.6908 0.000
H 6.5299 -3.2926 1.3670 0.000
H 5.8967 -3.7806 -0.9677 0.000
H 4.0129 -2.6258 -2.0170 0.000
H 4.1048 2.1513 3.7078 0.000
H 4.1036 1.0793 5.9160 0.000
H 2.2678 -0.4656 6.5498 0.000
H 0.5380 -1.0434 4.9113 0.000
H -2.6679 -1.2344 1.7525 0.000
H -4.8455 -0.6012 2.7425 0.000
H -4.9409 1.1668 4.4641 0.000
H -2.8878 2.3520 5.1580 0.000
H -0.7093 1.7526 4.1588 0.000
H 1.7897 -2.3632 1.1986 0.003
H 2.0647 -4.7787 1.6019 0.000
H 0.4925 -5.9644 3.1046 0.000
H -1.3538 -4.7300 4.1890 0.000
H -1.6412 -2.3324 3.8068 0.000
C -5.4169 -4.1541 -0.9880 0.000
C -5.6717 -2.8397 -1.7225 0.001
S -4.6761 -1.4384 -1.1192 0.005
C -3.5845 -1.0594 -2.5271 0.001
C -2.2865 -1.8556 -2.5547 0.020
S -1.4820 -1.8773 -0.9138 0.107
C -1.4401 -3.6338 -0.4058 0.023
C -2.7839 -4.1514 0.0880 0.007
S -3.7712 -4.8586 -1.2807 0.001
H -6.1129 -4.8956 -1.3820 0.000
H -5.5893 -4.0636 0.0830 0.000
H -6.7169 -2.5602 -1.5820 0.000
H -5.4849 -2.9452 -2.7893 0.000
H -3.3915 0.0090 -2.4411 0.000
H -4.1322 -1.2406 -3.4517 0.000
H -1.5827 -1.4323 -3.2772 0.002
H -2.4501 -2.9067 -2.7923 0.002
H -0.6881 -3.6836 0.3828 0.000
H -1.0860 -4.1936 -1.2727 0.001
H -3.3696 -3.3750 0.5743 0.001
H -2.5962 -4.9473 0.8103 0.002
```

## Properties
<S²> = 3.81
HOMO-LUMO gap (spin up / spin down) = 4.389 / 4.232 eV
2S+1 = 4
E_LUMO (spin up / spin down) = -0.4757 / -0.4814 Ha
net charge = +4
F_max = 1.829 eV/Å
E_HOMO (spin up / spin down) = -0.637 / -0.637 Eh

Computed, not measured: a structure of composition C60H57Br4Ge3NO2PbS2Sb, with ωB97M-V/def2-TZVPD.

XYZ file:
```
131
Properties=species:S:1:pos:R:3:lowdin_charge:R:1
Pb 0.4683 0.2234 -0.6879 1.178
C -2.0777 2.8895 4.7127 -0.172
C -0.7360 2.5071 4.0906 -0.315
Ge -0.7510 2.0651 2.1560 0.796
C -0.3141 3.7823 1.2903 -0.336
C -1.1363 4.9660 1.7962 -0.176
C -2.6518 1.8094 1.6978 -0.154
C -3.5166 1.1012 0.9588 -0.273
Ge -3.3167 -0.3874 -0.3183 0.959
C -2.8571 0.2549 -2.1151 -0.309
C -3.9541 0.1660 -3.1762 -0.158
C -4.8243 -1.6409 -0.3134 -0.300
C -6.2200 -1.1866 -0.7394 -0.152
C -4.9332 1.5807 0.9714 -0.275
C -5.5471 2.0328 -0.1945 -0.057
C -6.8466 2.5164 -0.1756 -0.086
C -7.5640 2.5410 1.0118 -0.102
C -6.9651 2.0893 2.1805 -0.085
C -5.6607 1.6185 2.1607 -0.038
H -1.9712 3.1331 5.7735 0.065
H -2.7893 2.0648 4.6393 0.047
H -2.5275 3.7557 4.2219 0.053
H -0.3104 1.6681 4.6386 0.036
H -0.0230 3.3330 4.1861 0.062
H -0.4228 3.6776 0.2124 0.021
H 0.7518 3.9532 1.4783 0.068
H -2.1981 4.8365 1.5733 0.061
H -0.8230 5.9014 1.3257 0.062
H -1.0431 5.0990 2.8768 0.049
H -3.1533 2.6373 2.2130 0.055
H -2.0201 -0.3817 -2.4128 0.027
H -2.4710 1.2734 -2.0313 0.050
H -4.4018 -0.8295 -3.2094 0.064
H -3.5387 0.3655 -4.1668 0.061
H -4.7606 0.8854 -3.0213 0.051
H -4.8684 -2.0611 0.6917 0.017
H -4.4826 -2.4561 -0.9604 0.074
H -6.6529 -0.4898 -0.0232 0.053
H -6.8884 -2.0486 -0.8051 0.068
H -6.2238 -0.6953 -1.7131 0.051
H -4.9918 2.0316 -1.1256 0.101
H -7.2987 2.8738 -1.0925 0.102
H -8.5809 2.9119 1.0283 0.095
H -7.5154 2.1039 3.1133 0.099
H -5.1937 1.2620 3.0715 0.105
Br -1.2595 -7.0914 -1.7933 0.680
C -1.4903 -5.3319 -1.1348 -0.774
C -2.1568 -5.1200 0.0637 -0.781
Br -2.8394 -6.5730 1.0628 0.673
C -2.2870 -3.8051 0.5341 -0.619
Br -3.1042 -3.5029 2.2111 0.862
C -1.8020 -2.7187 -0.1721 -0.348
O -1.9225 -1.4323 0.2952 -0.287
C -1.0785 -2.9142 -1.3976 -0.479
O -0.5737 -1.9372 -2.0291 -0.258
C -0.9604 -4.2599 -1.8349 -0.645
Br 0.0435 -4.4927 -3.4185 0.746
S 0.2684 4.1012 -3.9761 0.472
C 0.0774 3.1447 -2.6664 -0.998
N -0.0572 2.4402 -1.7379 -0.096
C 0.5990 0.7630 1.6407 -0.622
Ge 0.8897 -0.7193 2.8476 0.902
C 1.0244 -2.4470 1.9364 -0.261
C 0.4778 -3.5941 2.5095 -0.117
C 0.6203 -4.8341 1.9011 -0.087
C 1.3167 -4.9457 0.7058 -0.085
C 1.8820 -3.8168 0.1310 -0.079
C 1.7442 -2.5828 0.7511 -0.134
C -0.5489 -0.8490 4.1765 -0.280
C -0.3709 -0.8564 5.5600 -0.111
C -1.4590 -0.8491 6.4228 -0.091
C -2.7517 -0.8282 5.9152 -0.096
C -2.9463 -0.8122 4.5426 -0.114
C -1.8530 -0.8221 3.6868 -0.177
C 2.6389 -0.5704 3.7491 -0.241
C 2.9890 -1.3990 4.8161 -0.118
C 4.2595 -1.3631 5.3736 -0.098
C 5.2206 -0.5033 4.8605 -0.106
C 4.9015 0.3105 3.7842 -0.093
C 3.6245 0.2739 3.2388 -0.106
H 1.5146 1.3665 1.6680 -0.067
H -0.1013 -3.5157 3.4240 0.089
H 0.1612 -5.7100 2.3441 0.098
H 1.4010 -5.9067 0.2125 0.103
H 2.4135 -3.8944 -0.8102 0.100
H 2.2453 -1.7249 0.3083 0.035
H 0.6261 -0.8357 5.9833 0.084
H -1.2965 -0.8522 7.4940 0.096
H -3.6006 -0.8187 6.5881 0.097
H -3.9489 -0.7939 4.1297 0.097
H -2.0219 -0.8182 2.6168 0.052
H 2.2723 -2.1127 5.2081 0.094
H 4.5020 -2.0163 6.2033 0.096
H 6.2143 -0.4765 5.2905 0.094
H 5.6469 0.9730 3.3612 0.098
H 3.4073 0.9175 2.3940 0.061
S 3.3000 0.8275 -0.7097 0.015
Sb 3.6543 0.6806 -2.9561 1.272
C 5.4584 -0.3722 -3.2141 -0.356
C 6.5930 0.2777 -3.6849 -0.113
C 7.8115 -0.3888 -3.7102 -0.086
C 7.8952 -1.6977 -3.2612 -0.087
C 6.7637 -2.3470 -2.7856 -0.078
C 5.5465 -1.6840 -2.7538 -0.127
C 2.2501 -0.2787 -4.1721 -0.349
C 0.9600 0.2331 -4.2698 -0.134
C 0.0451 -0.3845 -5.1074 -0.054
C 0.4207 -1.4926 -5.8500 -0.081
C 1.7123 -1.9923 -5.7627 -0.099
C 2.6336 -1.3882 -4.9207 -0.117
C 3.9531 2.5665 -3.8092 -0.370
C 3.7069 2.7669 -5.1619 -0.125
C 3.8927 4.0268 -5.7106 -0.088
C 4.3120 5.0762 -4.9068 -0.083
C 4.5454 4.8754 -3.5538 -0.079
C 4.3643 3.6181 -2.9985 -0.123
H 6.5299 1.3006 -4.0390 0.096
H 8.6947 0.1182 -4.0771 0.102
H 8.8470 -2.2134 -3.2745 0.101
H 6.8298 -3.3662 -2.4277 0.106
H 4.6722 -2.1902 -2.3591 0.105
H 0.6589 1.1066 -3.7031 0.039
H -0.9649 -0.0015 -5.1656 0.109
H -0.3019 -1.9800 -6.4916 0.106
H 1.9992 -2.8639 -6.3370 0.104
H 3.6399 -1.7836 -4.8503 0.089
H 3.3481 1.9537 -5.7826 0.103
H 3.6838 4.1933 -6.7591 0.105
H 4.4374 6.0633 -5.3332 0.102
H 4.8486 5.7028 -2.9256 0.104
H 4.5097 3.4608 -1.9357 0.085
```

## Properties
HOMO-LUMO gap = 6.667 eV
E_LUMO = 0.0743 Ha
net charge = -1
energy above the lowest of the compared OMol25 structures with the same formula, charge and spin = 8.21 kcal per mole
F_max = 0.288 eV/Å
E_HOMO = -0.171 Eh